No. 1
This record from OMol25 describes a structure of composition C6H24N12O6Tl. The level of theory is ωB97M-V with the def2-TZVPD basis set.

Geometry as XYZ:
```
49
Properties=species:S:1:pos:R:3:forces:R:3
Tl -0.106020 -0.924211 -0.335431 -0.2 1.6 0.9
C 3.289293 0.002399 1.196811 0.7 0.4 0.2
O 2.128689 0.318356 0.838441 -0.8 -0.5 -0.2
N 3.848157 0.660324 2.232118 -0.3 -0.2 0.1
N 4.048784 -0.888597 0.531962 -0.3 -0.2 -0.2
H 3.265521 1.283816 2.765743 0.0 0.0 0.0
H 4.815177 0.586508 2.503209 0.1 -0.1 -0.2
H 4.983070 -1.139792 0.809104 0.0 0.1 0.1
H 3.717929 -1.246356 -0.347985 0.0 0.1 -0.1
C 1.762064 -2.732377 2.705729 0.7 -0.5 0.6
O 0.995404 -2.041933 1.991883 -0.4 0.1 -0.9
N 2.917967 -3.285169 2.285470 -0.8 0.6 0.0
N 1.461548 -2.886581 4.016268 -0.2 0.3 -0.8
H 3.135978 -3.200699 1.311252 0.4 -0.1 0.1
H 3.534121 -3.720811 2.948672 0.1 -0.3 -0.3
H 0.495822 -2.741464 4.254032 0.1 0.1 0.4
H 2.149948 -3.163425 4.694623 -0.2 -0.2 0.2
C -3.981604 -0.728355 -0.738427 -0.3 -0.4 -0.4
O -2.823130 -1.130183 -0.436624 1.0 0.1 0.1
N -4.539854 0.356743 -0.176989 0.9 0.0 0.1
N -4.706026 -1.468961 -1.602602 0.2 0.4 0.3
H -5.352322 0.834183 -0.528755 -0.1 -0.2 -0.1
H -3.914525 0.845755 0.444967 -0.3 0.2 0.2
H -5.713446 -1.459296 -1.560743 0.0 -0.1 -0.2
H -4.222048 -2.257396 -1.999618 -0.3 -0.2 0.0
C 1.999165 2.068621 -2.128808 1.3 -0.3 -0.1
O 1.554323 0.993591 -1.668320 -0.9 -0.1 -0.2
N 3.113933 2.618548 -1.586210 -1.0 -0.1 -0.2
N 1.575444 2.619054 -3.286966 -0.7 0.3 0.1
H 3.422496 2.208288 -0.724996 0.3 0.3 0.0
H 3.502461 3.459013 -1.976902 0.3 0.0 0.3
H 0.677398 2.342628 -3.648240 0.1 -0.3 0.1
H 1.856229 3.547615 -3.561359 0.2 -0.1 0.1
C -1.139109 0.228280 -3.793935 0.1 1.5 0.2
O -0.575676 -0.512522 -2.966376 -0.1 -1.0 0.8
N -1.358303 -0.145910 -5.071416 0.4 -0.5 0.5
N -1.467715 1.535277 -3.533349 0.1 -0.8 -0.5
H -0.937265 -1.017420 -5.355259 -0.2 -0.1 -0.1
H -2.156912 0.195923 -5.579912 0.1 0.1 -0.1
H -1.513886 1.918985 -2.609108 0.1 -0.1 0.1
H -1.576514 2.123518 -4.342840 -0.4 0.3 0.2
C -1.962799 0.430841 2.733221 -0.8 0.2 -1.1
O -1.297018 -0.390091 2.060054 0.7 -0.2 -0.1
N -2.526601 0.079507 3.895586 0.2 -0.2 0.4
N -2.321493 1.651079 2.229713 -0.1 -0.6 0.5
H -2.969110 0.725826 4.529045 0.0 0.2 -0.2
H -2.381721 -0.838543 4.280816 0.1 -0.1 -0.3
H -1.778915 2.072143 1.499352 0.1 0.1 0.1
H -2.928913 2.213248 2.803094 0.2 0.4 -0.2
```
Positions in Å, forces in eV/Å.

Results
total charge	+3
energy above the lowest of the compared OMol25 structures with the same formula, charge and spin	428.6	kJ/mol
HOMO level	-17.972	eV

---

No. 2
This record from OMol25 describes a cluster of 5 separate species, C6H24N2O4 in total. The level of theory is ωB97M-V with the def2-TZVPD basis set.

Geometry as XYZ:
```
36
Properties=species:S:1:pos:R:3:forces:R:3
N 0.819412 2.233632 -0.543477 -0.2 -0.2 1.1
C 1.466192 0.947186 -0.707801 1.1 -1.2 -2.6
C 2.973732 1.102535 -1.065060 0.7 1.0 0.4
C 0.803022 0.182857 -1.939488 1.9 1.6 0.0
N -0.551223 -0.216187 -1.706887 -2.0 -0.4 -0.9
C -0.868588 -1.527007 -1.108275 -0.7 0.6 1.2
C -0.364136 -1.572377 0.406925 1.2 -1.8 -2.5
C -0.178021 -3.054383 0.753978 0.7 -0.1 0.4
H 0.432373 2.313444 0.396449 0.2 0.3 -0.2
H 1.480331 2.991544 -0.657094 0.0 0.0 0.0
H 1.493614 0.277731 0.151683 -0.5 0.6 0.1
H 3.500328 1.045860 -0.070080 0.1 0.2 -1.3
H 3.179799 2.083535 -1.567064 -0.3 -0.4 0.8
H 3.442109 0.436810 -1.823572 -0.7 -0.3 0.9
H 1.563856 -0.629197 -2.161919 -1.1 0.4 -0.3
H 0.849142 1.034774 -2.760685 -0.2 -2.1 1.3
H -1.126217 -0.147491 -2.560151 0.6 0.2 0.6
H -0.558914 -2.351662 -1.745301 1.1 -0.4 0.3
H -1.976970 -1.767561 -1.157405 0.8 1.0 0.2
H 0.681577 -1.239142 0.334053 -0.7 0.5 0.6
H -0.990223 -1.004112 1.087946 0.1 0.1 -0.1
H 0.107899 -3.285554 1.785367 -0.5 0.4 0.1
H -1.045304 -3.609385 0.471928 -0.7 -0.6 0.1
H 0.664440 -3.498614 0.204852 -0.3 0.4 -0.3
H 1.320697 -0.085443 3.472474 -0.1 0.1 0.0
H 1.181305 0.623388 2.135449 -0.3 0.1 0.3
O 1.835219 0.265502 2.740071 0.4 -0.2 -0.1
H -2.242297 2.893097 -0.852990 0.0 0.0 0.2
H -1.193767 1.831189 -0.574912 -0.3 0.1 -0.2
O -2.030987 2.192823 -0.226027 0.1 -0.2 0.0
H -3.682868 -1.445631 0.939523 -0.2 -0.1 0.2
H -3.177320 -0.521480 -0.114026 -0.5 0.5 0.3
O -3.872327 -0.577999 0.569557 0.7 -0.3 -0.5
H -1.337184 1.464881 1.883592 0.4 0.4 -0.1
H -1.690740 1.164826 3.248060 0.2 0.0 0.6
O -0.907962 1.447611 2.760309 -0.9 -0.3 -0.7
```
Positions in Å, forces in eV/Å.

Results
total charge	0
energy above the lowest of the compared OMol25 structures with the same formula, charge and spin	139.4	kJ/mol
SMILES	CCCNC[C@@H](C)N.O.O.O.O
HOMO level	-8.934	eV

---

No. 3
This record from OMol25 describes a cluster of 7 separate species, C6H24NO7 in total. The level of theory is ωB97M-V with the def2-TZVPD basis set.

Geometry as XYZ:
```
38
Properties=species:S:1:pos:R:3:forces:R:3
O -1.214847 1.175387 2.505269 -0.2 -0.3 1.2
C -0.722974 0.099266 2.280363 0.0 1.3 -1.7
C -0.160237 -0.088649 0.863201 0.4 0.1 1.5
C 1.228751 -0.671459 0.798928 1.7 -0.9 0.6
C 1.597809 -1.387846 -0.527150 -0.9 2.0 -0.8
C 2.683808 0.022139 -2.233992 0.2 1.4 -0.9
C 2.821805 -0.779245 -1.179803 -0.8 -0.1 -0.3
N -0.238682 1.256488 0.190501 0.3 -1.5 -2.6
H -0.797279 -0.778973 2.921247 0.3 -0.1 0.4
H -0.866356 -0.815930 0.488811 -0.4 0.0 -1.0
H 1.411095 -1.393209 1.619789 -0.6 0.3 -0.2
H 2.012413 0.076968 1.016603 -0.6 0.1 -0.1
H 1.607868 -2.446822 -0.451974 0.4 -1.0 0.4
H 0.775504 -1.204180 -1.237301 0.1 -0.1 0.1
H 3.516359 0.496332 -2.813603 -0.5 -0.6 0.9
H 1.704250 0.418981 -2.623639 0.7 -1.0 0.5
H 3.773492 -1.007438 -0.722686 0.3 -0.1 -0.3
H 0.650376 1.792446 0.289897 -0.6 -0.3 0.2
H -0.967975 1.850994 0.594107 0.0 -0.2 0.0
H -0.421550 1.081439 -0.864173 -0.1 0.6 1.6
H 4.248402 1.701184 1.750845 -0.3 -0.1 0.2
H 3.489528 2.483897 0.722321 -0.2 0.0 0.0
O 3.343343 1.962370 1.519551 0.6 -0.1 -0.1
H -3.312576 -1.073774 0.142336 0.5 -0.3 0.1
H -4.600587 -1.067576 -0.545162 0.3 -0.2 -0.7
O -3.658499 -1.226293 -0.748124 -1.1 0.5 0.8
H 0.982845 3.544989 2.009921 0.0 -0.3 0.1
H 1.277859 4.229841 0.699277 -0.1 0.0 -0.2
O 0.918957 3.408459 1.056715 0.2 0.8 0.1
H -2.620153 -2.429943 -1.890280 -0.1 0.8 0.4
H -1.680759 -3.014710 -2.857403 0.6 0.4 -0.1
O -1.783362 -2.210285 -2.324207 -0.1 -1.2 -0.4
H -2.309533 0.366021 -2.947657 -0.3 0.8 0.1
H -1.209207 -0.371875 -2.448318 0.2 0.2 0.2
O -1.494785 0.564377 -2.467137 0.3 -0.9 -0.1
H -2.742100 -1.273079 2.877459 0.3 -0.2 -0.3
H -4.083686 -1.606834 2.432978 0.5 -0.4 -0.8
O -3.159330 -1.683475 2.102506 -0.9 0.7 1.2
```
Positions in Å, forces in eV/Å.

Results
total charge	+1
energy above the lowest of the compared OMol25 structures with the same formula, charge and spin	137.5	kJ/mol
HOMO level	-12.626	eV

---

| no. | strongest force on any atom (eV/A) | energy (eV) |
| --- | --- | --- |
| 1 | 1.9 | -41447.583 |
| 2 | 3.3 | -17780.418 |
| 3 | 3.0 | -22427.201 |